# 1
# C25H19F11NO2SbW

C25H19F11NO2SbW as an isolated structure (ωB97M-V/def2-TZVPD, the Open Molecules 2025 dataset).

Geometry as XYZ:
```
60
Properties=species:S:1:pos:R:3:forces:R:3
W -0.993 -0.526 0.433 0.23 -0.28 -0.55
C -2.479 -0.108 2.334 -0.32 0.28 0.34
C -1.861 -0.533 3.524 0.02 0.04 -0.11
C -0.879 0.244 4.109 0.00 0.08 -0.07
C -0.458 1.435 3.507 -0.06 -0.12 -0.04
C -1.056 1.874 2.341 0.04 -0.06 -0.03
C -2.096 1.122 1.758 -0.34 0.21 0.39
H -3.378 -0.615 1.988 0.17 0.01 -0.04
H -2.168 -1.462 3.985 -0.01 0.02 0.00
H -0.425 -0.080 5.033 0.01 0.00 0.02
H 0.325 2.021 3.964 0.04 0.03 0.05
H -0.759 2.806 1.876 -0.04 -0.01 0.04
H -2.728 1.612 1.028 0.09 -0.16 -0.04
O -2.880 -3.403 -1.522 0.19 0.14 0.12
C -2.060 -2.660 -1.083 -0.15 -0.15 -0.19
O -2.337 -1.761 -0.097 0.15 0.04 0.24
C -0.642 -2.599 -1.566 -0.04 -0.05 -0.20
C -0.213 -3.457 -2.565 0.05 0.18 0.13
C 1.094 -3.361 -2.981 -0.08 0.09 0.13
C 1.964 -2.446 -2.364 -0.15 0.00 0.04
C 3.343 -2.421 -2.713 -0.02 0.01 0.01
C 4.254 -1.670 -1.969 0.01 0.05 0.06
C 3.845 -0.873 -0.951 0.00 0.00 -0.08
C 2.399 -0.678 -0.593 -0.14 -0.01 0.15
C 1.455 -1.604 -1.350 0.04 -0.04 -0.01
N 0.160 -1.673 -0.994 -0.01 -0.22 -0.10
H -0.914 -4.165 -2.979 -0.03 -0.02 -0.01
H 1.475 -4.008 -3.760 0.02 -0.02 -0.03
H 3.679 -3.056 -3.519 0.02 -0.03 -0.05
H 5.309 -1.752 -2.185 0.05 0.00 0.00
H 4.566 -0.353 -0.339 0.03 -0.01 0.02
H 2.307 -0.887 0.481 0.03 0.04 -0.15
C -1.590 0.738 -1.245 0.24 -0.07 0.04
C -1.964 2.186 -1.140 -0.11 0.09 0.00
C -1.028 3.215 -1.213 -0.04 -0.07 0.03
C -1.417 4.541 -1.093 -0.03 0.02 0.00
C -2.752 4.867 -0.908 0.02 0.02 0.00
C -3.701 3.857 -0.866 -0.01 0.01 -0.01
C -3.310 2.534 -0.986 0.07 -0.01 -0.03
H -0.832 0.592 -2.022 -0.05 0.03 0.06
H -2.485 0.191 -1.571 0.17 0.00 0.03
H 0.012 2.991 -1.391 0.10 -0.04 0.01
H -0.673 5.323 -1.157 0.03 0.04 -0.01
H -3.054 5.901 -0.817 0.00 0.03 0.00
H -4.749 4.098 -0.752 -0.03 0.01 0.01
H -4.063 1.754 -0.968 -0.02 -0.03 -0.01
F 0.876 1.046 0.111 0.05 -0.10 -0.15
C 1.977 0.791 -0.738 0.03 0.03 0.08
F 1.576 1.074 -1.983 0.01 0.02 -0.01
C 3.013 1.865 -0.309 -0.03 0.02 0.05
F 3.484 1.566 0.904 -0.03 0.00 -0.06
F 2.427 3.058 -0.264 0.01 -0.07 0.00
F 4.019 1.916 -1.175 -0.07 0.02 0.03
F -0.808 -2.844 1.781 0.32 -0.14 0.18
Sb 0.979 -2.879 2.479 -0.06 0.17 -0.02
F 0.937 -4.656 3.015 0.20 0.27 -0.03
F 0.413 -2.300 4.168 0.05 -0.05 -0.35
F 2.681 -2.141 2.780 -0.42 -0.33 -0.02
F 0.606 -0.876 1.771 -0.07 -0.15 -0.12
F 1.580 -3.371 0.758 -0.15 0.24 0.26
```
Forces are in eV/Å.

Output
HOMO energy (alpha / beta) = -11.1 / -11.6 eV
E_tot = -70071.054 eV
2S+1 = 4
net charge = +1


# 2
# C3H6O

A 2-piece molecular cluster, C3H6O overall (ωB97M-V/def2-TZVPD, the Open Molecules 2025 dataset).

Geometry as XYZ:
```
10
Properties=species:S:1:pos:R:3:forces:R:3
C 0.025 0.805 1.412 0.05 0.01 0.13
C -0.248 0.112 0.102 0.01 -0.23 -0.13
C 0.166 -1.114 -0.125 0.20 -0.53 -0.02
O 0.553 -2.205 -0.297 -0.30 0.82 0.09
H -0.898 0.955 1.981 0.11 0.03 -0.05
H 0.494 1.780 1.248 -0.07 -0.11 0.03
H 0.704 0.208 2.024 -0.08 0.10 -0.01
H -0.823 0.586 -0.684 0.06 -0.08 0.08
H 0.225 -0.227 -2.680 -0.07 -0.12 -0.12
H -0.149 -0.802 -2.973 0.07 0.11 0.01
```
Forces are in eV/Å.

Output
HOMO energy = -8.8 eV
E_tot = -5253.837 eV
structure (SMILES) = CC=C=O.[H][H]
2S+1 = 1


Q: What is the 2S+1 in the second record?
A: 1


Q: E_tot of number 2 (C3H6O)?
A: -5253.837 eV


Q: Among the records above, which one has the lowest 2S+1?
A: C3H6O